(1)
ORCA calculation (ωB97M-V/def2-TZVPD) on a molecular structure, C30H22Br2FeN5O2S at a distorted geometry.

Properties
F_max   1.57 eV/Å
Total charge   +2
LUMO energy (alpha / beta)   -6.61 / -7.33 eV
2S+1   2
Calculated total energy   -228306.4156 eV
Orbital gap (alpha / beta)   0.2387 / 0.2183 hartree
Highest occupied orbital energy (alpha / beta)   -13.11 / -13.27 eV

```
63
C30H22Br2FeN5O2S ωB97M-V/def2-TZVPD
Fe 0.17599 -0.06835 -0.15145
C 1.19598 2.95759 0.39493
O 0.59397 1.71953 0.82474
C 0.52029 1.55533 2.20848
C 1.04887 2.43279 3.13123
C 0.86632 2.14610 4.48236
C 0.16595 1.01993 4.88947
C -0.35633 0.13930 3.95682
C -0.14704 0.39335 2.60778
N -0.60260 -0.40151 1.54066
N -1.33049 -1.41389 1.84656
C -2.12062 -1.92704 0.89091
C -2.36157 -1.19615 -0.33257
O -1.65999 -0.17204 -0.67841
C -3.43226 -1.60435 -1.17658
C -4.13920 -2.72050 -0.87145
C -3.88236 -3.51548 0.29311
C -4.63687 -4.66884 0.55780
C -4.39224 -5.41530 1.68624
C -3.39036 -5.01935 2.57868
C -2.63839 -3.89040 2.34163
C -2.87174 -3.12278 1.19273
H 0.69199 3.79185 0.87666
H 1.08091 3.03192 -0.67440
H 2.25696 2.95077 0.64384
H 1.58038 3.32485 2.83973
H 1.27115 2.82504 5.22011
H 0.01956 0.83048 5.94382
H -0.91592 -0.73448 4.25827
H -3.64005 -1.01524 -2.05874
H -4.93575 -3.04083 -1.53331
H -5.41950 -4.95730 -0.13268
H -4.97559 -6.30252 1.88980
H -3.20606 -5.60699 3.46837
H -1.87174 -3.59147 3.04352
Br 1.96287 -5.72686 -2.91087
C 1.29937 -4.18793 -2.09604
C 1.06982 -4.15531 -0.72674
C 0.62397 -2.98149 -0.16130
N 0.37597 -1.87544 -0.87386
C 0.56873 -1.92246 -2.20818
C 1.03649 -3.05140 -2.84973
C 0.27553 -0.65439 -2.91437
C -0.13811 -0.61160 -4.22868
C -0.47316 0.61886 -4.77912
Br -1.05943 0.73392 -6.54489
C -0.39101 1.75052 -3.98392
C 0.01836 1.60982 -2.67253
N 0.36832 0.43990 -2.13044
H 1.24134 -5.02326 -0.10671
H 0.42759 -2.93235 0.90026
H 1.21208 -3.04199 -3.91580
H -0.22619 -1.51856 -4.80940
H -0.65714 2.72509 -4.36695
H 0.04518 2.48048 -2.04025
S 4.11386 -1.07657 1.91920
C 4.35471 -0.20301 0.47363
C 3.15925 0.07836 -0.09745
N 2.06580 -0.39412 0.59794
C 2.44159 -1.02318 1.68522
H 5.33940 0.05721 0.12128
H 3.01201 0.61523 -1.02253
H 1.75475 -1.46292 2.39308
```

=====

(2)
ORCA calculation (ωB97M-V/def2-TZVPD) on a molecular structure, C25H26IrN3O8SSe.

Properties
F_max   0.20 eV/Å
Energy relative to the best compared isomer or geometry (same formula, charge and spin)   0.00 kcal/mol
Total charge   +1
LUMO energy (alpha / beta)   -3.50 / -4.75 eV
2S+1   2
Calculated total energy   -126211.5959 eV
Orbital gap (alpha / beta)   0.2722 / 0.2347 hartree
Highest occupied orbital energy (alpha / beta)   -10.91 / -11.14 eV

```
65
C25H26IrN3O8SSe ωB97M-V/def2-TZVPD
Ir -1.86845 0.33812 -0.93687
O 4.79275 1.72944 0.04688
C 4.22953 1.88710 -1.23712
C 2.77780 1.50395 -1.18423
C 2.04102 1.36388 -2.35445
C 0.70601 1.02703 -2.27908
N 0.10728 0.81817 -1.10505
C 0.80072 0.95182 0.03895
C 2.13893 1.29547 0.03049
C 0.01333 0.67038 1.25602
C 0.49904 0.75142 2.54553
C -0.32818 0.42355 3.61529
C 0.17699 0.53937 5.03439
O -0.67474 -0.06010 5.97831
C -1.62864 0.01959 3.34588
C -2.05685 -0.04069 2.03436
N -1.25288 0.27234 1.01694
H 5.69593 2.05977 0.04040
H 4.73503 1.26249 -1.98082
H 4.29609 2.92754 -1.57624
H 2.49699 1.51214 -3.32438
H 0.07634 0.91287 -3.15265
H 2.70248 1.38780 0.94590
H 1.51925 1.06517 2.72282
H 0.22831 1.60129 5.28772
H 1.19767 0.14941 5.09093
H -0.45654 -0.99282 6.07072
H -2.29732 -0.23986 4.15356
H -3.06006 -0.34333 1.75955
O -3.46512 -2.67484 -2.39854
Se -4.28534 0.62065 -2.46498
O -4.71143 2.16371 -2.23458
O -3.87665 0.01195 -0.84993
O -2.55820 0.64607 -2.81030
C -2.63006 4.99049 -1.16473
N -3.55068 4.16446 -0.39099
C -4.90707 4.65049 -0.18077
C -3.28156 2.88990 -0.24230
O -2.16644 2.40578 -0.57599
H -3.03932 5.99442 -1.23202
H -2.51449 4.57377 -2.16587
H -1.65618 5.02967 -0.68093
H -5.40588 4.77768 -1.14170
H -4.87932 5.59837 0.35353
H -5.46600 3.92626 0.40643
H -4.05366 2.27203 0.20964
C 4.67819 -6.57570 0.37609
C 3.47433 -5.70486 0.14335
O 2.46029 -5.75356 0.77648
S 3.72132 -4.56010 -1.23305
C 2.17701 -3.69829 -1.22420
C 1.40469 -3.68943 -2.37914
C 0.20384 -2.99984 -2.40759
C -0.24543 -2.31246 -1.27881
C 0.52834 -2.34449 -0.11741
C 1.73262 -3.02277 -0.09189
C -1.50917 -1.54559 -1.33635
C -2.56394 -2.16691 -1.91794
H 4.36214 -7.49035 0.87160
H 5.36855 -6.04024 1.03044
H 5.19610 -6.80320 -0.55381
H 1.74220 -4.22788 -3.25483
H -0.38306 -2.98562 -3.31858
H 0.16887 -1.86685 0.78253
H 2.32272 -3.04606 0.81336
```

=====

(3)
ORCA calculation (ωB97M-V/def2-TZVPD) on a molecular structure, C4H7NO2 at a distorted geometry.

Properties
F_max   2.02 eV/Å
Energy relative to the best compared isomer or geometry (same formula, charge and spin)   103.29 kcal/mol
LUMO energy   0.81 eV
Calculated total energy   -9842.8005 eV
Orbital gap   0.3288 hartree
Highest occupied orbital energy   -8.14 eV

```
14
C4H7NO2 ωB97M-V/def2-TZVPD
C -1.08247 -0.94343 -1.11900
C 1.65156 -0.27640 1.45873
C 0.25083 -0.89954 -0.90538
C -1.19158 1.35688 -0.02266
O 0.34390 -0.51118 0.94459
N -1.70293 2.23700 -0.61105
O 1.32233 -0.80748 -1.40088
H -2.12978 2.49485 -1.48455
H -1.42257 -1.13754 -2.12454
H -1.73812 -1.23481 -0.31413
H -0.24903 0.39701 0.81019
H 1.89924 -1.09450 2.13455
H 1.68022 0.67210 2.00100
H 2.36839 -0.25296 0.63312
```